Model P:
ORCA calculation (the ωB97M-V functional and the def2-TZVPD basis) on the molecule C4H9F.

Geometry as XYZ:
```
14
Properties=species:S:1:pos:R:3:nbo_charge:R:1
C -0.20586 1.49422 0.07717 -0.615
C 1.30307 -0.64311 0.24179 0.069
C 0.03267 0.04790 -0.34160 -0.262
H -0.27719 1.67296 1.21511 0.208
H -1.37549 -0.81422 1.01506 0.202
F 2.39961 0.02917 -0.19989 -0.366
H 1.31158 -0.59327 1.31763 0.158
H 0.54561 2.24663 -0.41610 0.225
H 1.30572 -1.68084 -0.18321 0.157
C -1.14242 -0.91539 -0.07755 -0.619
H -1.12862 1.76317 -0.37207 0.210
H -0.86859 -2.02505 -0.25360 0.215
H 0.22549 0.04816 -1.43261 0.199
H -2.12558 -0.63035 -0.59013 0.221
```

Output
- gap between HOMO and LUMO (eV) = 12.2
- LUMO energy (eV) = 1.122
- structure (SMILES) = CC(C)CF

---

Model Q:
ORCA calculation (the ωB97M-V functional and the def2-TZVPD basis) on the molecule C4H9F.

Geometry as XYZ:
```
14
Properties=species:S:1:pos:R:3:nbo_charge:R:1
F 2.26048 -0.97393 -0.27482 -0.395
H 0.08682 1.52585 -0.27027 0.212
C 1.84334 0.34215 0.20648 0.061
C -0.40558 -0.33227 0.43070 -0.401
H 2.51390 1.11833 -0.12467 0.174
H -1.97564 -0.73170 -1.30802 0.208
C 0.50274 0.56832 -0.33014 -0.440
H -0.43292 -0.13535 1.46009 0.196
H -2.19986 0.61836 -0.26595 0.194
H 0.49458 0.31015 -1.40918 0.215
C -1.84215 -0.41792 -0.18406 -0.615
H 0.06729 -1.26601 0.47792 0.210
H -2.62898 -0.85487 0.37995 0.214
H 1.71598 0.22887 1.21197 0.164
```

Output
- gap between HOMO and LUMO (eV) = 12.5
- LUMO energy (eV) = 1.212
- structure (SMILES) = CCCCF

---

Stability comparison, relative energies in kcal/mol: model P 0.0; model Q 11.1

---

Model P:
ORCA calculation (the ωB97M-V functional and the def2-TZVPD basis) on a cluster of 2 separate species, C11H15N in total.

Geometry as XYZ:
```
27
Properties=species:S:1:pos:R:3:nbo_charge:R:1
H -1.98230 -1.65379 -2.29379 0.190
C 0.49304 -0.98672 0.96295 -0.412
C 1.03298 -0.77471 2.23514 -0.225
H 1.40434 1.71525 -2.83759 0.197
H 2.65126 -0.45497 -1.11907 0.200
H 1.57060 0.01562 -3.16392 0.203
H -3.48888 0.98782 1.78252 0.385
H 3.25342 1.19225 -0.97831 0.186
C -1.65379 -0.37502 -0.41752 -0.107
C -2.85949 0.11254 -0.02167 -0.203
C 2.40169 0.58508 -1.28025 -0.610
C -1.42758 0.38054 1.70681 0.166
H 2.00815 -1.22262 2.44741 0.174
H 1.50746 0.81961 -0.70968 0.243
H -1.13351 -0.12171 -2.44047 0.197
C -0.90204 0.44608 2.98736 -0.406
H -0.38859 -1.55241 -1.68208 0.204
C 2.10522 0.88300 -2.77026 -0.613
H 2.98576 1.16789 -3.34616 0.184
C -0.69414 -0.32348 0.63344 -0.146
C 0.44931 -0.00684 3.18752 -0.330
N -2.66859 0.70482 1.26377 -0.563
H 0.92936 0.10266 4.15019 0.178
C -1.31336 -0.97068 -1.76969 -0.632
H -1.47774 0.82720 3.82713 0.176
H 0.96966 -1.63659 0.24006 0.182
H -3.77223 0.13916 -0.59382 0.181
```

Output
- gap between HOMO and LUMO (alpha / beta) (eV) = 3.0 / 6.5
- LUMO energy (alpha / beta) (eV) = 3.709 / 3.631
- 2S+1 = 2
- charge = -1

---

Model Q:
ORCA calculation (the ωB97M-V functional and the def2-TZVPD basis) on a cluster of 2 separate species, C11H15N in total.

Geometry as XYZ:
```
27
Properties=species:S:1:pos:R:3:nbo_charge:R:1
C -0.96243 2.18239 -0.35560 0.184
H -0.44184 3.87945 0.82405 0.372
H 4.25108 -1.82988 -1.38727 0.200
H -3.17339 -0.66503 1.85420 0.190
H -1.32610 -1.03565 -2.37065 0.184
C 3.46294 -2.63836 -1.20464 -0.626
C -0.32511 2.18377 -1.54939 -0.442
H 4.02685 -2.74426 1.13020 0.202
H 4.04821 -3.56398 -1.57541 0.180
C -2.53671 0.16149 2.44112 -0.598
C -1.88736 1.13721 1.57816 -0.149
H -1.89903 -0.35008 3.03798 0.185
C -1.30786 2.37679 1.90744 -0.180
C -0.64577 1.10156 -2.33605 -0.263
C -1.29839 0.00278 -1.93992 -0.256
H 2.82360 -1.75747 0.57231 0.227
C -1.95482 0.07352 -0.65544 -0.353
H -1.47857 2.98015 2.78482 0.162
H 0.18094 2.93945 -1.89782 0.186
C 3.19536 -2.78443 0.34448 -0.655
C -1.75084 1.08079 0.15881 -0.141
H 2.65230 -3.66059 0.55598 0.204
H -3.13467 0.56723 3.11183 0.190
H -2.26799 -0.99869 -0.39168 0.160
H -0.21318 0.84233 -3.41102 0.163
H 2.65167 -2.45003 -2.02257 0.234
N -0.68889 2.96954 0.79608 -0.561
```

Output
- gap between HOMO and LUMO (alpha / beta) (eV) = 2.5 / 6.1
- LUMO energy (alpha / beta) (eV) = 3.463 / 3.369
- 2S+1 = 2
- charge = -1

---

Stability comparison, relative energies in kcal/mol: model P 0.0; model Q 68.8

---

Model P:
ORCA calculation (the ωB97M-V functional and the def2-TZVPD basis) on a structure of composition CHF3O2S.

Geometry as XYZ:
```
8
Properties=species:S:1:pos:R:3:nbo_charge:R:1
C -0.49944 2.28961 1.75278 1.172
O -0.18871 0.93314 1.56846 -0.860
F -1.15590 2.57529 2.85478 -0.312
O 1.97186 -0.90210 0.66949 -0.755
H 0.04877 -1.78067 1.26142 0.049
F -1.28257 2.73652 0.74304 -0.343
F 0.62640 3.09083 1.85272 -0.352
S 0.61003 -0.74915 0.39573 1.401
```

Output
- gap between HOMO and LUMO (alpha / beta) (eV) = 8.2 / 8.2
- LUMO energy (alpha / beta) (eV) = -2.744 / -2.742

---

Model Q:
ORCA calculation (the ωB97M-V functional and the def2-TZVPD basis) on a cluster of 2 separate species, CHF3O2S in total.

Geometry as XYZ:
```
8
Properties=species:S:1:pos:R:3:nbo_charge:R:1
H 1.68486 1.26247 0.98469 0.102
F 1.22963 -0.56087 0.25280 -0.294
F 1.35137 1.22957 -0.89615 -0.345
O -2.61745 -1.17768 0.98071 -0.824
F 3.14642 0.33508 -0.04850 -0.332
O -3.42012 -1.18286 -1.32357 -0.820
S -3.20971 -0.45559 -0.10963 1.645
C 1.83501 0.54988 0.15966 0.869
```

Output
- gap between HOMO and LUMO (eV) = 10.9
- LUMO energy (eV) = -1.217

---

Stability comparison, relative energies in kcal/mol: model P 64.3; model Q 0.0